The following is a DFT calculation (ωB97M-V/def2-TZVPD) of a single C8H15NO molecule.

Each line ends with the Löwdin charge.
Positions of all 25 atoms, in Å:
H (2.68, -1.01, 1.74)  0.07
N (3.12, -0.22, 1.26)  0.17
C (2.49, 0.37, 0.39)  -0.35
C (2.87, 1.51, -0.46)  -0.03
O (1.03, 0.19, -0.17)  -0.11
C (-0.08, -0.66, -0.08)  -0.46
C (-0.03, -1.76, -1.13)  0.00
C (-0.79, -0.91, 1.22)  -0.01
C (-1.39, 0.04, 0.22)  -0.45
C (-2.66, -0.33, -0.53)  -0.04
C (-1.34, 1.52, 0.54)  -0.03
H (3.10, 2.38, 0.14)  0.09
H (3.69, 1.24, -1.11)  0.09
H (1.89, 1.61, -1.04)  0.11
H (-0.86, -2.45, -1.03)  0.07
H (0.90, -2.32, -1.03)  0.08
H (-0.06, -1.32, -2.13)  0.09
H (-0.37, -0.48, 2.12)  0.11
H (-1.25, -1.87, 1.37)  0.11
H (-3.53, 0.04, 0.01)  0.08
H (-2.77, -1.41, -0.64)  0.07
H (-2.66, 0.12, -1.52)  0.09
H (-0.40, 1.79, 1.02)  0.08
H (-2.15, 1.79, 1.21)  0.08
H (-1.44, 2.11, -0.37)  0.09

Values from the calculation:
ΔE to the lowest compared entry with this formula, charge and spin, kcal/mol: 61.9
Strongest force on any atom, eV/A: 3.1
Frontier orbital gap, eV: 9.878
Energy, eV: -12074.8482
SMILES: [H]/N=C(/C)O[C@@]1(C)CC1(C)C
LUMO, eV: 0.9